1.
Formula: C5H12N2O
Source: OMol25
Level of theory: ωB97M-V with the def2-TZVPD basis set

Structure (XYZ):
```
20
C5H12N2O, DFT ωB97M-V with the def2-TZVPD basis set
C 1.16 -1.57 -1.36
C 0.07 -0.53 -0.80
C 0.50 0.84 -1.49
C -0.32 2.10 -0.87
N -0.22 2.40 0.57
N 0.13 -0.56 0.59
C -0.84 -1.27 1.28
O -0.70 -1.64 2.43
H 0.68 -2.54 -1.73
H 1.76 -1.38 -2.25
H 1.70 -1.90 -0.44
H -0.80 -0.96 -1.20
H 0.00 0.81 -2.49
H 1.57 1.14 -1.62
H 0.04 3.03 -1.37
H -1.39 1.87 -1.05
H -0.40 1.57 1.27
H 0.62 2.86 0.87
H 0.77 -0.03 1.23
H -1.68 -1.58 0.63
```

Properties
DFT total energy = -10405.8425 eV
Relative energy (zero: lowest compared OMol25 entry of this formula, charge and spin) = 59.53 kcal/mol
LUMO energy = 0.92 eV
HOMO energy = -8.86 eV

***

2.
Formula: C23H15F3N2O3PS
Source: OMol25
Level of theory: ωB97M-V with the def2-TZVPD basis set

Structure (XYZ):
```
48
C23H15F3N2O3PS, DFT ωB97M-V with the def2-TZVPD basis set
C -5.85 -1.64 1.65
C -4.85 -1.40 2.60
C -3.50 -1.35 2.19
C -3.15 -1.41 0.83
P -1.56 -0.72 0.19
C -1.28 0.65 1.40
C -0.48 0.41 2.52
C -0.23 1.43 3.44
C -0.71 2.71 3.19
C -1.53 2.95 2.08
C -1.82 1.92 1.18
C -0.03 -1.60 0.27
C 0.00 -2.99 0.26
N 0.13 -4.16 0.35
O -1.94 -0.24 -1.18
C -4.18 -1.69 -0.10
C -5.51 -1.86 0.31
H -6.90 -1.63 1.95
H -5.10 -1.21 3.65
H -2.72 -1.20 2.93
H -0.06 -0.58 2.68
H 0.34 1.20 4.34
H -0.46 3.53 3.85
H -1.97 3.94 1.90
H -2.47 2.06 0.31
H 0.85 -0.97 0.22
H -3.92 -1.72 -1.17
H -6.28 -2.12 -0.43
F 6.43 -1.71 -2.08
C 6.35 -1.62 -0.72
F 7.01 -2.68 -0.16
F 6.98 -0.47 -0.32
S 4.60 -1.61 -0.16
N 3.97 -0.76 -1.60
C 4.37 0.49 -2.18
O 5.45 1.07 -2.13
C 3.14 1.04 -2.78
C 2.09 0.16 -2.56
C 0.76 0.58 -2.63
C 0.48 1.93 -2.89
C 1.55 2.83 -3.13
C 2.89 2.39 -3.06
C 2.61 -1.04 -1.84
O 2.03 -2.03 -1.41
H -0.07 -0.10 -2.40
H -0.57 2.24 -2.91
H 1.35 3.90 -3.33
H 3.75 3.06 -3.14
```

Properties
DFT total energy = -61495.0450 eV
Relative energy (zero: lowest compared OMol25 entry of this formula, charge and spin) = 9.50 kcal/mol
Charge = -1
LUMO energy = 1.77 eV
HOMO energy = -3.56 eV

***

3.
Formula: C3H6N2O2
Source: OMol25
Level of theory: ωB97M-V with the def2-TZVPD basis set

Structure (XYZ):
```
13
C3H6N2O2, DFT ωB97M-V with the def2-TZVPD basis set
N 0.39 2.03 -0.59
C 0.16 0.78 -0.22
O -0.30 -0.02 -1.09
C 0.52 0.15 1.11
O 0.91 -1.08 0.72
C -0.45 -1.44 -0.53
N -1.62 -1.64 -0.11
H 0.24 2.30 -1.55
H 0.83 2.67 0.05
H -0.39 0.17 1.75
H 1.28 0.78 1.61
H 0.22 -2.07 -1.12
H -1.79 -2.64 -0.03
```

Properties
DFT total energy = -10280.9636 eV
Relative energy (zero: lowest compared OMol25 entry of this formula, charge and spin) = 88.41 kcal/mol
LUMO energy = 0.38 eV
HOMO energy = -8.21 eV

***

4.
Formula: C5H10N2O2
Source: OMol25
Level of theory: ωB97M-V with the def2-TZVPD basis set

Structure (XYZ):
```
19
C5H10N2O2, DFT ωB97M-V with the def2-TZVPD basis set
C 1.38 0.37 1.10
C 1.66 0.77 -0.36
C 0.36 -0.79 0.98
C 0.28 0.64 -1.04
C -0.53 -0.21 -0.07
N -1.24 -1.67 -0.93
N -1.78 0.38 0.29
O -2.27 -0.03 1.32
O -2.25 1.23 -0.43
H 2.19 0.38 1.80
H 0.71 1.31 1.30
H 2.16 1.75 -0.42
H 2.29 -0.04 -0.84
H 0.92 -1.73 0.68
H -0.18 -0.98 1.86
H -0.31 1.61 -1.20
H 0.37 0.18 -1.96
H -2.01 -2.06 -0.39
H -1.74 -1.11 -1.69
```

Properties
DFT total energy = -12417.8679 eV
Relative energy (zero: lowest compared OMol25 entry of this formula, charge and spin) = 129.25 kcal/mol
LUMO energy = -0.18 eV
HOMO energy = -10.39 eV

***

5.
Formula: C2H2FN3S
Source: OMol25
Level of theory: ωB97M-V with the def2-TZVPD basis set

Structure (XYZ):
```
9
C2H2FN3S, DFT ωB97M-V with the def2-TZVPD basis set
C -0.05 0.55 -0.60
C -0.42 1.64 -1.91
N -1.09 -0.34 -0.92
N -1.36 1.16 -2.58
N -1.73 -0.05 -1.90
F 0.38 2.63 -2.20
S 0.18 0.46 1.38
H 1.05 0.11 -0.80
H -1.25 0.33 1.58
```

Properties
DFT total energy = -20121.6980 eV
Relative energy (zero: lowest compared OMol25 entry of this formula, charge and spin) = 41.51 kcal/mol
LUMO energy (spin up / spin down) = -0.23 / -4.01 eV
HOMO energy (spin up / spin down) = -6.74 / -9.57 eV
Multiplicity = 3

***

6.
Formula: C6H10B2CuIN3O3
Source: OMol25
Level of theory: ωB97M-V with the def2-TZVPD basis set

Structure (XYZ):
```
26
C6H10B2CuIN3O3, DFT ωB97M-V with the def2-TZVPD basis set
C 3.55 1.37 -0.04
C 2.20 0.52 0.11
O 2.16 -0.70 -0.69
B 0.82 -1.12 -1.00
O 0.47 -1.16 -2.41
C -0.33 -1.59 0.07
C 0.45 -2.34 1.28
N 0.99 -3.05 2.10
C -1.31 -0.43 0.58
I -3.05 -1.48 1.50
C -0.70 0.46 1.78
N -0.11 1.38 2.33
B -1.96 0.49 -0.62
N -2.31 1.92 -0.29
O -2.25 0.01 -1.95
H 4.47 0.80 0.34
H 3.43 2.33 0.60
H 3.66 1.65 -1.15
H 1.28 1.20 -0.14
H 2.05 0.22 1.22
H -0.26 -1.84 -2.46
H -1.00 -2.38 -0.46
H -2.35 2.49 -1.15
H -3.30 1.87 0.05
H -1.61 0.36 -2.62
Cu -5.01 -0.99 3.03
```

Properties
DFT total energy = -71082.3419 eV
Charge = +1
LUMO energy = -6.51 eV
HOMO energy = -13.23 eV